[1]
Below is a structure of composition C47H57FN9OP2SV in a non-equilibrium geometry, with properties calculated with wB97M-V/def2-TZVPD.

Summary:
**Lowest unoccupied orbital energy (spin up / spin down)**: 0.0835 / 0.0835 Ha
**HOMO level (spin up / spin down)**: -1.51 / -5.15 eV
**HOMO-LUMO gap (spin up / spin down)**: 3.8 / 7.4 eV
**Total charge**: -1
**Energy relative to the best compared isomer or geometry (same formula, charge and spin)**: 1.200 eV
**Spin multiplicity**: 4
**Largest force on an atom**: 2.4 eV/A

Last column: Löwdin spin population.
Geometry (Å):
C: 0.1684 1.1271 2.7506  0.011
C: 6.1160 -1.3006 -1.2886  0.000
H: -0.0737 -6.3670 3.2048  0.000
C: 0.4553 -1.4310 -4.3341  0.001
H: 3.8747 4.3580 -0.1268  0.000
C: 0.2759 -4.0327 0.9480  0.001
H: -5.8122 -3.2825 -2.3084  0.000
C: 3.3807 3.0173 3.7631  0.002
H: -2.0389 0.2956 0.8572  0.001
H: 1.2082 -2.0722 -3.8804  0.000
H: -4.8355 -4.2757 -1.2074  0.000
C: -2.7747 -4.8177 -2.9882  0.000
S: -0.7729 1.8790 -2.6028  0.003
H: -3.1098 -0.1025 -0.4672  0.000
C: -1.7637 6.3583 3.5829  0.066
H: -1.0470 4.5721 4.4490  0.005
N: -1.0956 -3.8259 0.4932  -0.001
F: 1.9582 -1.2254 1.5561  0.058
H: 0.8314 -3.1217 0.7568  0.001
N: 0.0143 1.1452 1.3966  0.067
C: -2.9266 -2.1074 2.2346  0.001
H: 3.3491 3.5401 -4.9690  0.000
H: -2.3268 -5.2717 -3.8763  0.000
C: -0.6369 -5.5428 2.7623  0.000
H: -1.8344 6.8650 4.5370  0.004
H: 0.7169 1.7743 -5.0202  0.000
C: -0.1759 0.6523 -3.5529  0.001
H: 2.2084 4.7347 3.2330  0.001
C: 4.8134 -1.7497 -1.3673  -0.002
C: -2.6189 8.3766 2.4570  0.046
H: -2.8536 -1.3091 4.2217  0.000
C: 3.7486 4.1698 -1.1832  0.003
H: 4.5931 -2.7856 -1.5935  0.000
H: 4.1114 0.4418 1.6965  0.000
C: 4.0017 0.4646 -0.8705  -0.001
N: -0.4318 -1.4269 -0.6205  0.007
C: 3.7186 1.3973 2.0162  0.002
H: -4.2907 -1.9086 -0.8913  0.000
H: 1.8503 3.9972 0.9138  0.002
H: -2.1002 -6.7957 1.7774  0.000
C: 5.3187 0.9191 -0.8341  0.000
H: 0.7596 -4.8319 0.3751  0.000
C: -2.1451 7.0540 2.4031  0.142
H: -4.2392 -3.7638 -4.1619  0.000
H: 7.3925 0.3993 -0.9633  0.000
H: -4.3806 1.2424 1.1223  0.001
C: 2.9977 2.1902 1.1244  0.003
C: 3.9146 1.8158 3.3241  0.001
C: -2.0319 -4.9190 0.7500  0.000
N: -3.0129 9.4678 2.4985  0.097
H: -0.7678 2.6378 0.1055  0.009
C: -3.8976 -2.4383 -1.7543  0.000
N: -0.2404 -0.6596 -3.3087  0.003
H: -3.2625 1.1511 3.1973  0.001
H: 4.6156 6.0442 -1.7465  0.000
O: 2.1028 -2.4366 -1.7816  0.038
H: -0.9327 -3.9009 -2.2648  0.000
V: 1.0350 -0.5948 0.1246  1.842
N: 0.4016 0.8529 -4.7759  0.000
N: -0.7150 3.0808 2.2226  0.013
C: 3.1972 2.9690 -1.6194  0.010
N: -2.7545 -1.7089 0.8383  0.003
H: -3.8703 -1.7470 -2.6108  0.000
H: 0.6083 0.2818 3.2548  -0.001
H: 6.9400 -1.9892 -1.4327  0.000
C: -2.9389 -0.2636 0.6005  0.000
C: 4.0261 4.9045 -3.4604  0.001
C: -1.9432 -3.6060 -2.5589  0.000
C: 3.4654 3.7148 -3.9061  0.000
C: 1.0598 -0.3531 -5.2534  0.000
H: -0.2572 -2.0558 -4.8822  0.000
C: -4.7987 -3.6270 -2.0875  0.000
H: -3.9365 -2.5230 2.3702  0.000
H: -2.7655 -5.5722 -2.1997  0.000
H: -1.7111 -0.5742 3.0984  0.000
C: -0.5112 2.3308 1.1027  0.114
C: 2.3415 -1.4173 -1.1365  -0.004
H: 0.8319 -0.5378 -6.3049  0.000
C: -1.1996 4.3882 2.2874  0.187
H: -2.3062 6.8867 0.2532  0.003
H: 1.3295 -4.5802 2.7346  0.000
H: -2.4296 -5.3033 -0.1905  0.000
H: -0.3778 -1.0248 -2.3189  0.002
C: 6.3719 0.0425 -1.0269  0.000
C: 4.1686 5.1233 -2.0997  0.000
P: 2.5754 1.5996 -0.5581  0.027
H: -4.9735 -0.4170 1.2535  0.000
C: 2.4520 3.3920 1.5823  0.003
H: -4.8281 -5.2872 -3.4790  0.000
H: 2.6271 1.8246 -3.3334  0.000
H: -0.6278 -6.5476 0.8494  0.000
C: 3.0551 2.7612 -2.9933  0.002
C: -1.3469 -6.0532 1.5057  0.000
H: -4.6241 0.0861 3.5325  0.000
H: -0.0058 -3.4646 2.9848  0.000
H: -1.5227 4.5864 0.1452  0.008
C: 2.6447 3.8047 2.8893  0.002
C: -4.1104 0.2323 1.4328  0.000
H: 2.1497 -0.2936 -5.1520  0.000
H: 4.4794 1.1929 4.0070  0.000
P: -1.5724 -2.3728 -0.1833  0.004
H: 5.5152 1.9668 -0.6397  0.000
C: -0.2849 2.3005 3.2820  0.047
N: -2.5711 -2.9271 -1.4363  -0.002
H: 3.5262 3.3344 4.7884  0.000
H: -1.3913 -5.2411 3.4936  0.000
C: -4.2204 -4.4024 -3.2725  0.000
C: 0.3028 -4.3586 2.4384  0.000
H: -1.8554 -2.9251 -3.4196  0.000
C: -1.3138 5.0682 3.5249  0.050
C: -2.0301 6.3686 1.1628  0.053
C: -2.7341 -0.9404 3.2004  0.001
H: 4.3536 5.6529 -4.1705  0.000
H: -2.2064 -2.8894 2.4797  0.000
H: -0.3343 2.6255 4.3035  0.005
C: 3.7400 -0.8799 -1.1453  -0.005
C: -1.5809 5.0792 1.1068  0.059
H: -2.8879 -4.5601 1.3323  0.000
C: -3.7262 0.2015 2.9203  0.001


[2]
Below is a structure of composition C47H57I2N2O8RbSi in a non-equilibrium geometry, with properties calculated with wB97M-V/def2-TZVPD.

Summary:
**Lowest unoccupied orbital energy (spin up / spin down)**: 0.1367 / 0.1359 Ha
**HOMO level (spin up / spin down)**: -2.02 / -2.00 eV
**HOMO-LUMO gap (spin up / spin down)**: 5.7 / 5.7 eV
**Total charge**: -2
**Energy relative to the best compared isomer or geometry (same formula, charge and spin)**: 0.000 eV
**Largest force on an atom**: 1.8 eV/A

Last column: Löwdin charge in e.
Geometry (Å):
H: -1.3527 2.4181 -4.8231  -0.095
C: 2.5809 4.3052 2.4362  0.006
H: -6.9527 -0.0778 -5.3652  0.096
H: 0.4685 6.3857 -1.1083  0.082
H: -1.4849 -3.0224 -0.1092  0.063
C: 4.4481 2.1334 5.0359  -0.073
O: 0.2760 2.7859 0.1686  -0.040
C: -3.9590 -0.7883 0.0295  -0.073
H: 0.6575 7.5269 1.0074  0.077
Rb: 1.0084 0.6228 -1.7350  0.910
O: 3.1261 1.0689 -3.3447  -0.207
H: 1.0497 -4.2253 3.2784  0.085
H: -4.6216 -3.3485 -2.7871  0.096
H: -3.7662 -0.0751 0.8228  0.104
C: 0.4835 -3.2659 5.9213  -0.056
C: -4.2795 0.8502 -7.2201  -0.085
O: 3.4297 3.1004 -2.5889  -0.207
H: 1.4641 -5.6669 1.5998  0.082
I: -2.2204 4.8288 -4.0534  0.596
H: 1.5276 -0.0633 4.0789  0.087
C: 1.6815 -2.5453 5.2855  -0.564
H: 0.7038 -4.9550 -1.2474  0.078
C: 1.4771 5.5578 0.5984  -0.527
H: -3.3723 -6.2817 -6.9808  0.088
C: -3.5916 0.1127 -5.0498  -0.281
C: 0.5590 5.4082 -0.6198  -0.076
H: -1.8926 -4.0177 1.3072  0.088
C: 1.7333 4.2522 1.3789  -0.062
C: -5.1001 -1.5841 0.0655  -0.106
C: -5.9203 0.1119 -5.6361  -0.100
H: 5.7494 3.4008 2.9563  0.093
H: 2.5546 3.9484 5.7940  0.088
C: 2.9014 -3.4815 5.3027  -0.055
H: 2.7115 -4.3973 4.7386  0.073
H: 0.1245 -6.2819 0.6189  0.077
C: 0.8370 6.5879 1.5428  -0.058
C: 3.0373 3.1805 3.2143  -0.174
C: 0.9843 -4.0945 -0.6289  -0.035
H: 2.0620 -4.1431 -0.4385  0.088
H: -2.1674 -0.2963 -1.0441  0.109
H: 3.2768 5.3557 -0.5937  0.091
H: 0.2339 -4.1793 5.3764  0.074
H: -5.1501 -0.4905 -3.7113  0.115
C: -3.1486 -5.4340 -6.3427  -0.117
C: 0.4141 -5.5074 1.3339  -0.084
C: 2.5560 1.9571 2.8987  0.030
H: 3.1850 5.3423 4.9109  0.073
H: 3.0043 5.2739 2.6875  0.093
H: -4.7318 -4.2206 -7.1341  0.093
H: 1.4716 6.8040 2.4076  0.067
H: -0.4345 5.0570 -0.3487  0.083
C: -1.8082 -4.4016 -4.6330  -0.087
C: 0.1987 -4.1351 0.6951  -0.530
H: -6.2146 -3.1379 -0.9110  0.088
O: 3.5129 1.3990 -1.2322  -0.147
C: -4.9212 -0.1260 -4.7064  -0.021
H: 0.9743 4.7075 -1.3399  0.024
C: -3.2653 0.6177 -6.2988  -0.003
C: 5.3350 4.0510 3.7307  -0.050
H: 2.6610 7.0168 -0.4907  0.080
O: -2.6432 -0.1258 -4.1001  -0.227
H: 6.0913 4.1921 4.5113  0.076
C: 3.4580 4.3840 5.3591  -0.055
H: 3.5762 1.6584 5.4939  0.075
C: -4.4314 -2.6255 -1.9992  -0.105
C: -3.2929 -1.8226 -2.0598  -0.222
H: -4.2383 -2.3012 -5.7034  0.081
C: 1.3580 -2.1634 3.8425  -0.184
C: 2.8227 6.0923 0.0751  -0.044
H: -0.9684 -4.4367 -3.9433  0.098
C: 1.0373 -0.5608 2.0374  -0.172
C: 4.0605 3.4268 4.3202  -0.562
C: -0.8912 3.3987 -4.9390  -1.150
I: 1.0308 3.3130 -4.0322  0.993
H: 0.7026 -3.5397 6.9602  0.076
O: 0.1347 -1.3353 0.0005  -0.113
H: -0.3964 -2.6178 5.9109  0.088
H: 2.9575 1.0691 3.3640  0.089
H: 0.7621 -3.1872 -1.1900  0.063
H: -4.0242 1.2352 -8.2009  0.096
C: 1.3587 -0.8818 3.3936  0.019
C: -3.6288 -3.1871 -5.6100  -0.078
H: -6.3919 0.7861 -7.6269  0.086
H: 3.5280 6.3067 0.8828  0.068
H: -2.2214 0.8083 -6.5056  0.113
H: 2.2582 -1.6448 7.1582  0.079
C: 1.5852 1.7837 1.8560  -0.178
H: -0.7997 3.6938 -5.9751  -0.054
C: -2.5746 -3.2277 -4.6914  -0.190
O: -1.3650 0.5572 -4.3938  -0.262
C: -3.9106 -4.2761 -6.4280  -0.101
C: 0.5626 -1.6154 1.1251  -0.302
H: -1.4870 -6.3914 -5.3764  0.093
H: 3.1577 -3.7617 6.3309  0.076
C: 2.0162 -1.3242 6.1404  -0.074
H: -5.8070 -1.4844 0.8813  0.089
C: -2.0915 -5.4941 -5.4429  -0.099
C: -5.6092 0.5970 -6.9022  -0.118
H: -1.6352 -4.7812 -0.2792  0.085
H: 3.7626 -2.9820 4.8520  0.089
C: -1.3015 -3.9759 0.3861  -0.031
H: 4.9076 1.4208 4.3461  0.090
C: 0.6417 -2.9997 1.6205  -0.075
C: -5.3330 -2.5077 -0.9457  -0.108
N: 3.3576 1.8503 -2.3904  -0.727
O: -0.5257 -1.8931 -3.1320  -0.306
H: -0.1227 6.2146 1.9117  0.087
C: 1.0279 -3.2070 2.9070  0.013
H: 1.1738 -0.6297 6.1952  0.088
Si: -2.0213 -1.9393 -3.4265  0.483
C: -3.0632 -0.9097 -1.0227  -0.071
H: 5.1708 2.3529 5.8277  0.079
H: 5.1330 5.0239 3.2755  0.073
C: 1.1366 2.9439 1.0364  -0.292
H: 2.8804 -0.7882 5.7396  0.074
H: -0.1973 -5.6386 2.2330  0.076
H: 4.1742 4.5775 6.1661  0.077
N: 1.0437 0.6459 1.4766  0.159